A cluster of 13 separate species, ClH24O16 in total, computed with ωB97M-V/def2-TZVPD.

Each atom is followed by the atoms it is bonded to, with distances in Å.
CARTESIAN COORDINATES (ANGSTROEM)
1 Cl 0.126 -1.147 -0.170  O2 1.496, O3 1.477, O4 1.508, O5 1.506
2 O -0.600 0.150 0.000  Cl1 1.496
3 O 1.227 -0.980 -1.141  Cl1 1.477
4 O 0.784 -1.533 1.131  Cl1 1.508
5 O -0.817 -2.240 -0.600  Cl1 1.506
6 O 4.027 -0.832 0.242  H7 0.938, H8 1.003
7 H 3.293 -0.792 -0.340  O6 0.938
8 H 3.632 -1.343 1.010  O6 1.003
9 O -1.421 -1.289 3.125  H10 0.951, H11 0.986
10 H -0.602 -0.805 3.128  O9 0.951
11 H -1.194 -2.054 2.544  O9 0.986
12 O 2.816 -1.533 2.875  H13 0.954, H14 0.955
13 H 2.125 -1.673 2.233  O12 0.954
14 H 2.364 -1.537 3.716  O12 0.955
15 O 3.825 -0.946 -2.760  H16 0.950, H17 0.944
16 H 2.907 -1.082 -2.558  O15 0.950
17 H 4.274 -0.861 -1.934  O15 0.944
18 O -2.688 2.479 0.764  H19 0.974, H20 0.957
19 H -3.128 2.138 -0.035  O18 0.974
20 H -1.780 2.517 0.466  O18 0.957
21 O 1.377 0.700 -3.511  H22 0.951, H23 1.003
22 H 1.558 0.718 -2.578  O21 0.951
23 H 1.047 1.637 -3.645  O21 1.003
24 O -3.502 -0.076 1.629  H25 0.944, H26 0.952
25 H -2.823 -0.426 2.184  O24 0.944
26 H -3.067 0.759 1.482  O24 0.952
27 O -0.120 2.987 0.371  H28 0.979, H29 0.994
28 H 0.326 2.273 -0.129  O27 0.979
29 H -0.126 3.703 -0.319  O27 0.994
30 O -1.073 -0.706 -3.038  H31 0.966, H32 0.967
31 H -0.113 -0.606 -3.083  O30 0.966
32 H -1.234 -1.304 -2.294  O30 0.967
33 O -3.294 -1.293 -0.757  H34 0.939, H35 0.944
34 H -2.537 -1.844 -0.678  O33 0.939
35 H -3.302 -0.792 0.043  O33 0.944
36 O 0.598 0.847 2.849  H37 0.929, H38 0.923
37 H -0.066 1.199 2.303  O36 0.929
38 H 0.795 1.495 3.477  O36 0.923
39 O -1.374 1.703 -2.138  H40 0.947, H41 0.940
40 H -1.040 1.496 -1.276  O39 0.947
41 H -1.201 0.895 -2.587  O39 0.940

Output
Kohn-Sham gap = 9.82 eV
Electronic energy = -1678.275655 Ha
Net charge = -1
Highest occupied orbital energy = -7.41 eV
Energy relative to the best compared isomer or geometry (same formula, charge and spin) = 16.1 kcal per mole
Maximum force = 0.0635 hartree/bohr